Record 1
{
  "formula": "C27H23BBrF4NO2PPt",
  "method": "ωB97M-V with the def2-TZVPD basis set",
  "elements": ["Pt", "C", "C", "C", "C", "C", "C", "C", "P", "C", "C", "C", "C", "C", "C", "C", "C", "C", "C", "C", "C", "C", "C", "H", "H", "H", "H", "H", "H", "H", "H", "H", "H", "H", "H", "H", "H", "H", "H", "H", "H", "H", "H", "Br", "C", "C", "N", "C", "C", "C", "C", "O", "O", "H", "H", "H", "F", "B", "F", "F", "F"],
  "positions_angstrom": [[-0.1696, -0.0842, 0.4853], [-0.1274, 4.0788, 0.9726], [-1.2763, 4.4295, 0.0964], [-1.8399, 5.7042, 0.1169], [-2.9002, 6.0290, -0.7084], [-3.4334, 5.0763, -1.5671], [-2.9036, 3.7983, -1.6000], [-1.8207, 3.4809, -0.7843], [-1.0570, 1.8362, -0.8895], [-2.1061, 0.8651, -2.0076], [-1.7029, 0.5362, -3.2987], [-2.4986, -0.2798, -4.0848], [-3.6839, -0.7975, -3.5756], [-4.0814, -0.4812, -2.2890], [-3.3091, 0.3483, -1.4828], [-3.7404, 0.6739, -0.0967], [0.4962, 2.1765, -1.7759], [0.5006, 3.1075, -2.8081], [1.6490, 3.3101, -3.5575], [2.7860, 2.5599, -3.2877], [2.7849, 1.6313, -2.2651], [1.6541, 1.4372, -1.4578], [1.7340, 0.5500, -0.3010], [-0.0818, 4.7324, 1.8396], [0.8138, 4.1787, 0.4273], [-0.2109, 3.0477, 1.3223], [-1.4439, 6.4466, 0.7924], [-3.3204, 7.0222, -0.6821], [-4.2684, 5.3217, -2.2026], [-3.3236, 3.0550, -2.2636], [-0.7722, 0.9227, -3.6871], [-2.2006, -0.5032, -5.0980], [-4.3030, -1.4359, -4.1878], [-5.0076, -0.8742, -1.8970], [-4.7343, 0.2850, 0.1083], [-3.7405, 1.7503, 0.0752], [-3.0550, 0.2363, 0.6338], [-0.3971, 3.6698, -3.0252], [1.6541, 4.0460, -4.3465], [3.6816, 2.7085, -3.8716], [3.6797, 1.0724, -2.0367], [1.9292, 1.0857, 0.6375], [2.4349, -0.2719, -0.4365], [-2.6324, -5.0942, -5.0851], [-2.5836, -4.7296, -3.2365], [-3.2599, -5.5550, -2.3350], [-3.2501, -5.2917, -1.0538], [-2.6276, -4.2539, -0.5545], [-1.9337, -3.3708, -1.3839], [-1.9034, -3.6229, -2.7480], [-1.2604, -2.1710, -0.8021], [-1.6195, -1.7696, 0.3267], [-0.3779, -1.5754, -1.4507], [-3.8174, -6.4211, -2.6615], [-2.6699, -4.0984, 0.5135], [-1.3699, -2.9556, -3.4085], [-1.4291, 1.0048, 2.3276], [-0.3613, 0.5472, 3.1653], [-0.1826, -0.8051, 2.7913], [0.7592, 1.2056, 2.6324], [-0.5735, 0.7495, 4.4538]],
  "forces_ev_per_angstrom": [[0.37, 1.25, -3.26], [0.19, -0.11, 0.10], [-0.27, 0.13, -0.13], [0.24, -0.20, -0.08], [-0.04, -0.19, -0.09], [0.13, -0.11, -0.06], [-0.34, -0.20, -0.16], [0.17, -0.22, 1.44], [1.08, -1.26, -2.02], [-0.24, -0.23, 0.76], [0.17, 0.02, -0.08], [-0.07, 0.08, -0.02], [0.18, 0.18, -0.10], [0.10, 0.17, 0.14], [0.07, 0.04, -0.31], [0.06, -0.01, 0.37], [0.25, -0.55, 0.74], [0.04, 0.18, -0.01], [-0.09, -0.10, 0.10], [-0.09, 0.10, 0.02], [-0.20, -0.29, 0.44], [-0.59, 0.61, -1.05], [-0.71, 0.38, 1.61], [0.04, -0.07, 0.09], [0.05, 0.04, -0.01], [0.09, 0.04, 0.21], [0.09, 0.04, 0.09], [-0.06, 0.09, 0.04], [-0.07, 0.02, -0.11], [-0.06, 0.00, 0.01], [0.05, -0.04, -0.07], [0.06, -0.05, -0.06], [-0.03, -0.09, -0.06], [-0.07, -0.06, 0.05], [-0.02, 0.04, 0.05], [-0.16, 0.06, 0.06], [-0.14, -0.05, 0.05], [-0.01, 0.06, -0.04], [-0.02, 0.02, -0.09], [0.07, 0.00, -0.04], [0.13, -0.08, -0.07], [0.26, 0.00, -0.15], [-0.41, -0.31, 0.09], [0.03, 0.03, 0.05], [-0.02, 0.11, 0.15], [0.40, 0.50, -0.85], [-0.73, -0.92, 1.13], [0.45, 0.74, -0.33], [0.18, 0.05, 0.11], [-0.03, -0.21, -0.17], [-1.81, -1.26, 0.91], [-0.59, -0.48, 0.34], [1.76, 2.37, 0.69], [0.00, -0.08, -0.12], [0.00, 0.02, 0.09], [0.03, -0.01, -0.09], [-0.56, 0.26, -0.43], [-0.10, -0.17, -0.10], [0.18, -0.83, 0.10], [0.74, 0.39, -0.68], [-0.12, 0.13, 0.77]],
  "mulliken_charge": [2.32, -1.48, 0.67, -0.84, -0.78, -0.83, -0.10, 0.73, 0.12, 1.56, -1.45, -1.05, -0.67, -1.02, 1.08, -1.53, 0.98, -0.30, -0.77, -0.72, -0.98, 0.51, -1.57, 0.53, 0.32, 0.26, 0.51, 0.43, 0.48, 0.48, 0.40, 0.45, 0.49, 0.47, 0.50, 0.17, 0.30, 0.55, 0.47, 0.43, 0.50, 0.38, 0.61, -0.14, -0.20, -0.09, -0.58, -0.26, 0.23, -0.41, 0.79, -0.93, -0.64, 0.41, 0.53, 0.68, -0.23, 0.10, -0.32, -0.28, -0.24],
  "total_charge": 1,
  "molar_mass_g_mol": 786.246,
  "total_energy_ev": -128078.34846
}

Record 2
{
  "formula": "C4H12N4",
  "method": "ωB97M-V with the def2-TZVPD basis set",
  "elements": ["C", "C", "C", "N", "H", "H", "H", "H", "H", "H", "H", "N", "C", "N", "N", "H", "H", "H", "H", "H"],
  "positions_angstrom": [[-1.7722, -0.3291, 0.5983], [-0.6941, -0.8686, -0.3129], [-1.0144, -0.8228, -1.7915], [-0.0243, -1.8660, 0.2372], [-1.2936, 0.1604, 1.4476], [-2.2584, -1.1422, 1.1334], [-2.4911, 0.3375, 0.1235], [-1.2634, -1.8046, -2.1942], [-0.1135, -0.4849, -2.3050], [-1.8260, -0.1535, -2.0779], [0.3774, -2.5044, -0.4468], [1.9606, 0.2669, 1.7804], [1.2836, 0.8286, 0.8610], [0.5149, 1.9640, 1.1036], [1.4760, 0.6260, -0.5694], [2.6323, -0.4180, 1.4495], [1.0530, 2.8165, 1.1506], [-0.2205, 1.7801, 1.7689], [2.3441, 0.1672, -0.8118], [1.3297, 1.4468, -1.1443]],
  "forces_ev_per_angstrom": [[0.83, 0.99, 1.06], [-1.38, -5.01, 0.84], [0.91, 0.49, -0.50], [-1.24, 2.14, -0.90], [-0.11, 0.39, -0.05], [-0.23, -0.26, -0.58], [0.15, -0.03, 0.05], [0.05, -0.13, 0.27], [-0.07, -0.02, -0.23], [0.05, 0.11, 0.30], [0.38, 0.43, -0.33], [-0.78, 0.12, -0.19], [3.24, 0.52, -1.64], [-1.46, -0.27, -0.56], [0.14, 0.36, 1.39], [-0.33, -0.31, -0.21], [-0.27, -0.14, 0.46], [0.39, 0.75, 0.33], [-0.12, -0.12, 0.14], [-0.16, 0.00, 0.37]],
  "mulliken_charge": [-1.31, 1.26, -1.43, -0.71, 0.34, 0.34, 0.29, 0.32, 0.36, 0.34, 0.24, -0.62, 0.47, -0.45, -0.53, 0.23, 0.22, 0.20, 0.20, 0.24],
  "total_charge": 0,
  "molar_mass_g_mol": 116.168,
  "relative_energy_kj_mol": 175.8,
  "smiles": "CC(C)=N.N=C(N)N"
}

Record 3
{
  "formula": "C5H12NO",
  "method": "ωB97M-V with the def2-TZVPD basis set",
  "elements": ["C", "N", "C", "C", "C", "C", "O", "H", "H", "H", "H", "H", "H", "H", "H", "H", "H", "H", "H"],
  "positions_angstrom": [[2.3804, -1.2312, 0.2792], [1.3066, -0.1722, -0.0211], [-0.0725, -0.4397, -0.4826], [-1.2439, 0.1192, 0.3411], [-1.6064, 1.5702, -0.0376], [-2.3990, -0.8152, 0.1070], [-2.3797, -1.8054, -0.5674], [2.4370, -1.7634, -0.6951], [3.2825, -0.8246, 0.4524], [1.9652, -1.9201, 1.0232], [1.0228, 0.3585, 0.7762], [1.6726, 0.5714, -0.5536], [-0.0952, -0.1963, -1.4671], [-0.0884, -1.4722, -0.6086], [-0.8510, -0.0207, 1.3140], [-0.9281, 2.1926, -0.5218], [-2.1020, 2.0683, 0.7717], [-2.3706, 1.6481, -0.8871], [-3.2930, -0.5182, 0.5472]],
  "forces_ev_per_angstrom": [[-4.75, -2.07, -2.53], [0.11, 1.00, 1.94], [-0.16, -1.31, 0.22], [1.99, 0.06, -2.26], [-2.97, -0.97, -0.83], [0.57, -0.60, -0.67], [0.53, -0.10, -0.12], [0.13, 0.02, 0.73], [2.86, 1.73, 1.09], [0.41, 0.37, -0.03], [0.86, 0.28, 1.78], [1.05, 0.81, -1.36], [-0.30, 1.46, -2.99], [-0.68, -2.14, 0.52], [-0.41, 0.33, 1.78], [2.24, 0.86, -0.02], [0.05, 0.43, 0.52], [0.48, -0.92, 1.13], [-2.00, 0.78, 1.11]],
  "mulliken_charge": [-0.87, -0.16, -1.49, 0.53, -1.39, -0.31, -0.44, 0.38, 0.39, 0.33, 0.38, 0.41, 0.56, 0.51, 0.51, 0.42, 0.39, 0.38, 0.47],
  "total_charge": 1,
  "molar_mass_g_mol": 102.157,
  "relative_energy_kj_mol": 198.3,
  "smiles": "C[NH2+]C[C@@H](C)C=O"
}